Density functional theory data (ωB97M-V/def2-TZVPD) for the molecule C5H7NO in a non-equilibrium geometry.

Values from the calculation:
* F_max: 1.1 eV/Å
* E_LUMO (spin up / spin down): -2.529 / -2.521 eV
* energy relative to the best compared isomer or geometry (same formula, charge and spin): 106.2 kcal/mol
* E_HOMO (spin up / spin down): -0.3280 / -0.3294 hartree

Positions of all 14 atoms, in Å:
C -1.5702 1.0171 0.4526
C -0.6678 -0.2090 0.5807
C 0.5260 -0.2271 -0.3023
C 1.7390 -1.0053 -0.0289
O 2.1652 -1.6473 -1.0774
C 0.4529 0.3933 -1.5791
N 0.3499 0.9834 -2.5746
H -1.0257 1.9338 0.6976
H -2.4163 0.9305 1.1395
H -1.9640 1.1163 -0.5631
H -0.3123 -0.3611 1.6111
H -1.2373 -1.1234 0.3416
H 2.3980 -0.1773 0.4145
H 1.5627 -1.6239 0.8878

Here are the Mulliken charges for atoms 1 to 2, given in e: C -1.2412; C -0.3459